71
Properties=species:S:1:pos:R:3:lowdin_charge:R:1 method="wB97M-V/def2-TZVPD" charge=+1 spin_multiplicity=1 homo_lumo_gap_ev=8.31 molar_mass_g_mol=537.56
O -2.73605 -17.79267 -12.83423 -0.328
V -2.09260 -17.43228 -14.23641 0.768
O -0.52846 -17.70030 -14.02184 -0.355
N -4.27410 -16.81637 -15.03227 -0.006
C -5.37089 -17.24727 -14.38969 -0.120
C -6.64906 -17.05442 -14.89693 -0.039
C -6.84338 -16.25783 -16.00632 -0.042
C -5.71917 -15.72509 -16.62780 -0.036
C -4.47001 -16.04196 -16.11250 -0.124
H -5.17519 -17.83762 -13.50425 0.105
H -7.47905 -17.45506 -14.33044 0.116
H -7.85460 -16.00904 -16.29733 0.119
H -5.81891 -15.02149 -17.44136 0.112
H -3.56740 -15.75900 -16.63875 0.087
N -2.38377 -19.32172 -15.36859 0.001
C -1.57881 -19.67426 -16.37136 -0.126
C -1.66962 -20.86642 -17.07645 -0.028
C -2.75423 -21.68882 -16.78925 -0.036
C -3.56749 -21.36764 -15.71542 -0.032
C -3.37671 -20.17319 -15.06018 -0.112
H -0.75859 -19.00783 -16.59673 0.087
H -0.90282 -21.14788 -17.78053 0.111
H -2.89994 -22.59697 -17.35977 0.118
H -4.30761 -22.08916 -15.39933 0.118
H -3.97530 -19.89819 -14.20248 0.107
N -1.42835 -20.46781 -12.49217 0.053
C -0.26151 -20.98092 -12.87907 -0.149
C 0.19000 -22.18677 -12.38852 -0.078
C -0.58124 -22.89030 -11.48477 -0.076
C -1.78889 -22.34803 -11.05467 -0.053
C -2.16505 -21.11386 -11.59768 -0.162
H 0.33762 -20.37956 -13.55271 0.098
H 1.13759 -22.59531 -12.72109 0.103
H -0.22431 -23.81880 -11.05903 0.107
H -2.33236 -22.83820 -10.26030 0.103
H -3.07540 -20.62582 -11.27414 0.095
N -1.85783 -15.24967 -13.63578 0.002
C -0.60750 -14.79626 -13.50474 -0.104
C -0.34214 -13.48209 -13.12791 -0.033
C -1.38723 -12.64292 -12.81972 -0.049
C -2.68317 -13.13878 -12.87154 -0.040
C -2.87027 -14.45125 -13.26908 -0.117
H 0.20833 -15.44597 -13.78566 0.106
H 0.67362 -13.12085 -13.04191 0.115
H -1.24634 -11.62382 -12.48381 0.118
H -3.48999 -12.47303 -12.60048 0.115
H -3.86691 -14.86176 -13.34930 0.107
C 0.21455 -18.37346 -19.69574 -0.100
C 0.45438 -16.86540 -19.65258 -0.229
C -0.77506 -16.13678 -19.04657 -0.161
C -0.94232 -16.35016 -17.62417 -0.156
N -1.12367 -16.48061 -16.50043 0.189
H -0.80793 -18.61057 -19.98878 0.079
H 0.45830 -18.81245 -18.73094 0.062
H 0.85695 -18.88250 -20.41612 0.080
H 0.65089 -16.46468 -20.64588 0.112
H 1.33357 -16.59864 -19.06569 0.115
H -1.67040 -16.44410 -19.58686 0.127
H -0.66295 -15.05642 -19.17532 0.129
C -4.03044 -15.91221 -8.58268 -0.099
C -3.12744 -16.04865 -9.82075 -0.270
C -1.86205 -16.84888 -9.58258 -0.187
C -1.99356 -18.23264 -9.11042 -0.212
N -2.08003 -19.31923 -8.75935 0.158
H -4.20163 -16.88274 -8.11837 0.072
H -4.97528 -15.42312 -8.81026 0.070
H -3.52120 -15.28786 -7.84134 0.075
H -2.87202 -15.06206 -10.20956 0.098
H -3.77827 -16.50342 -10.57405 0.094
H -1.23895 -16.33134 -8.84846 0.125
H -1.31992 -16.85821 -10.52932 0.105

***

70
Properties=species:S:1:pos:R:3:nbo_charge:R:1 method="wB97M-V/def2-TZVPD" e_above_lowest_kj_mol=0.0 charge=+4 spin_multiplicity=5 homo_lumo_gap_ev="7.96 / 5.82" s_squared=6.04 molar_mass_g_mol=593.11
Pd -0.55142 -0.45741 0.57545 1.057
C 0.39033 -4.69978 1.94140 -0.703
C 0.34256 -3.25505 1.55043 0.328
N -0.71218 -2.58557 1.27661 -0.295
N -1.96097 -3.14353 1.39456 -0.415
C -2.99774 -2.30185 1.53676 0.356
N -4.19658 -2.79690 1.74152 -0.697
S -2.77079 -0.58811 1.48549 -0.153
C 1.58452 -2.43069 1.56165 0.123
C 2.79796 -2.95506 1.95174 -0.181
C 3.90176 -2.11182 2.05962 -0.096
C 3.74362 -0.77003 1.77248 -0.202
C 2.49280 -0.31900 1.37745 0.061
N 1.43229 -1.12064 1.27241 -0.488
H -0.50133 -5.25762 1.66650 0.237
H 0.53493 -4.79463 3.02109 0.293
H 1.23002 -5.19306 1.45316 0.278
H -2.05740 -4.13455 1.57957 0.426
H -4.37930 -3.78801 1.83595 0.440
H -4.98200 -2.17420 1.87601 0.454
H 2.89494 -4.00348 2.19706 0.261
H 4.85990 -2.50487 2.37475 0.275
H 4.57029 -0.07735 1.85537 0.267
H 2.32416 0.72443 1.14859 0.203
C 1.77884 3.35922 1.69366 -0.682
C 0.33771 3.47269 2.03951 0.121
C 0.02432 4.33360 3.17811 0.019
C -1.27025 4.61434 3.56329 -0.235
C -2.27760 4.07187 2.80884 -0.014
C -2.01181 3.20006 1.66700 0.156
C -3.19038 2.81182 0.85917 -0.693
C -0.69380 2.86844 1.34578 0.087
N -0.41453 1.90622 0.29379 -0.492
C -0.26698 2.32261 -0.90267 0.341
C -0.39310 3.73523 -1.37731 -0.718
C 0.05407 1.26551 -1.96474 0.376
C 0.37709 1.71241 -3.35275 -0.713
N 0.00835 0.04457 -1.60057 -0.500
C 0.29104 -1.04226 -2.41614 0.313
C 1.66927 -1.40255 -2.67102 0.068
C 2.82117 -0.60548 -2.12401 -0.666
C 1.87681 -2.46496 -3.49231 -0.191
C 0.78127 -3.17829 -4.05840 0.063
C -0.56025 -2.81797 -3.79192 -0.197
C -0.84173 -1.76836 -2.97527 0.025
C -2.24408 -1.30187 -2.73733 -0.664
H 2.17137 4.35781 1.46913 0.294
H 1.97843 2.71617 0.84231 0.215
H 2.34887 3.01729 2.56333 0.280
H 0.85909 4.76461 3.72127 0.260
H -1.47898 5.25699 4.40797 0.291
H -3.31435 4.29628 3.03543 0.262
H -3.58998 3.71460 0.37531 0.299
H -3.99773 2.45540 1.50447 0.285
H -2.97669 2.08074 0.08551 0.230
H -0.58823 4.42796 -0.56539 0.254
H -1.21238 3.80703 -2.09889 0.281
H 0.50819 4.05703 -1.90327 0.281
H -0.44267 2.30808 -3.76223 0.286
H 0.56541 0.87379 -4.01907 0.253
H 1.25648 2.36250 -3.34133 0.282
H 2.53342 0.06230 -1.31673 0.205
H 3.26900 -0.00451 -2.91872 0.271
H 3.60046 -1.27242 -1.75562 0.264
H 2.88775 -2.76313 -3.74479 0.268
H 0.98384 -4.01635 -4.71655 0.268
H -1.36396 -3.37227 -4.26021 0.271
H -2.94599 -2.12158 -2.87613 0.269
H -2.50524 -0.53242 -3.47091 0.270
H -2.39194 -0.87393 -1.74518 0.222

***

88
Properties=species:S:1:pos:R:3:lowdin_charge:R:1 method="wB97M-V/def2-TZVPD" e_above_lowest_kj_mol=30.0 charge=0 spin_multiplicity=2 homo_lumo_gap_ev="6.83 / 7.15" s_squared=0.75 molar_mass_g_mol=1032.31
Ti 0.54137 1.13025 1.28653 0.839
C -3.58308 -5.49845 3.02544 -0.043
C -2.54678 -4.77343 3.89551 -0.558
C -1.42031 -5.74794 4.26974 -0.043
C -3.23569 -4.31585 5.18173 -0.068
C -1.95389 -3.60281 3.11439 -0.162
C -2.01892 -2.29555 3.56336 -0.062
C -1.43549 -1.29745 2.80681 -0.527
Br -1.49295 0.50363 3.40281 0.941
C -0.77836 -1.53008 1.60385 -0.327
O -0.20782 -0.49000 0.97159 -0.306
C -0.72091 -2.85351 1.11873 -0.070
C -1.30656 -3.83955 1.90065 0.031
C -0.04913 -3.18046 -0.21561 -0.523
C 1.43869 -2.79793 -0.16622 -0.029
C -0.76359 -2.42305 -1.34289 -0.042
C -0.12499 -4.67397 -0.54579 -0.065
H -4.02815 -6.32494 3.58397 0.086
H -3.13495 -5.91122 2.12048 0.078
H -4.38175 -4.81681 2.72643 0.093
H -1.81945 -6.57410 4.86284 0.086
H -0.65142 -5.24237 4.85745 0.092
H -0.94426 -6.17097 3.38371 0.079
H -3.64923 -5.18228 5.70012 0.086
H -4.05865 -3.62841 4.97457 0.089
H -2.53483 -3.82674 5.86170 0.088
H -2.50871 -2.03517 4.49039 0.100
H -1.26053 -4.86005 1.54900 0.096
H 1.57153 -1.74713 0.07805 0.036
H 1.90352 -2.99905 -1.13541 0.092
H 1.96213 -3.38364 0.59280 0.097
H -0.75256 -1.34662 -1.19625 0.025
H -1.80525 -2.74380 -1.41664 0.098
H -0.27893 -2.62712 -2.30017 0.089
H 0.42192 -5.28199 0.17853 0.088
H 0.32495 -4.83943 -1.52604 0.089
H -1.15702 -5.02634 -0.59449 0.088
C 3.81460 0.61317 -2.82104 0.005
C 4.03467 0.45488 -1.36572 -0.310
N 5.13765 0.13193 -0.77636 0.144
N 4.80639 0.01417 0.54562 0.053
C 3.51872 0.24450 0.79499 -0.702
S 2.67363 0.10357 2.24573 0.783
N 3.02301 0.55160 -0.42481 -0.053
N 1.69501 0.92516 -0.64775 0.022
H 4.76394 0.48979 -3.33445 0.094
H 3.39126 1.58866 -3.05662 0.026
H 3.10633 -0.13775 -3.17788 0.093
H 5.50427 -0.23393 1.22488 0.162
H 1.27421 0.24833 -1.29006 0.021
H 1.71119 1.82616 -1.15981 0.000
F -2.42566 2.61736 -8.12515 0.115
C -1.95829 2.24815 -6.92877 -0.149
C -0.59579 2.17656 -6.70034 -0.149
F 0.25520 2.47707 -7.68656 0.115
C -0.12131 1.79495 -5.45994 -0.249
F 1.20597 1.73336 -5.29043 0.067
C -0.97123 1.46915 -4.40173 -0.559
S -0.35793 0.99550 -2.85859 0.683
C -2.33645 1.55797 -4.66985 -0.245
F -3.22370 1.28064 -3.69816 0.059
C -2.83087 1.93590 -5.90334 -0.152
F -4.15071 2.00616 -6.11270 0.111
I -4.05586 5.30078 1.06989 0.884
C -2.81714 3.73861 0.55066 -0.759
C -3.03293 2.77534 -0.41582 -0.117
N -1.98157 1.95135 -0.39769 0.004
N -1.06639 2.35359 0.50159 -0.077
C -1.57431 3.42959 1.10228 -0.208
H -3.84001 2.63635 -1.11605 0.130
H -1.67866 1.33494 -1.18766 0.019
H -1.04250 3.91831 1.90347 0.110
C 4.13442 5.70136 0.15768 -0.100
N 2.69333 5.75497 0.00295 -0.049
C 2.01400 4.97206 -0.83898 -0.902
N 0.66677 5.07827 -0.81486 0.111
S 2.76840 3.90893 -1.89308 0.675
H 4.43800 6.51263 0.81560 0.088
H 4.62018 5.81670 -0.80832 0.066
H 4.44531 4.74914 0.59040 0.081
H 2.17194 6.31960 0.65346 0.136
H 0.20062 5.47188 -0.01310 0.098
H 0.15690 4.41542 -1.37593 0.084
F 2.92130 3.33403 3.02254 0.199
B 1.71279 3.46279 2.42980 -1.253
F 0.72764 2.51896 2.97077 -0.043
F 1.17546 4.72614 2.44375 0.173
F 1.73825 2.95958 1.06383 0.005

***

88
Properties=species:S:1:pos:R:3:lowdin_charge:R:1 method="wB97M-V/def2-TZVPD" e_above_lowest_kj_mol=172.6 charge=0 spin_multiplicity=2 homo_lumo_gap_ev="7.81 / 7.94" s_squared=0.75 molar_mass_g_mol=1032.31
Ti -0.18507 0.07859 1.05247 0.725
C 1.79632 2.54412 -6.31204 -0.064
C 2.50122 2.69664 -4.96212 -0.557
C 2.53197 4.18581 -4.58719 -0.042
C 3.93816 2.17337 -5.11310 -0.045
C 1.79531 1.92761 -3.84945 -0.160
C 2.36894 1.87742 -2.58030 -0.056
C 1.69843 1.23749 -1.57025 -0.486
Br 2.46104 1.07159 0.17665 0.978
C 0.44461 0.62494 -1.73809 -0.340
O -0.14284 0.13018 -0.65156 -0.321
C -0.09845 0.57878 -3.03330 -0.079
C 0.59431 1.26274 -4.03613 0.020
C -1.32553 -0.23790 -3.47751 -0.520
C -0.85712 -1.20880 -4.57851 -0.037
C -1.94399 -1.11977 -2.38569 -0.055
C -2.42110 0.68620 -4.02403 -0.035
H 2.35598 3.08619 -7.07507 0.086
H 0.78403 2.95092 -6.28782 0.085
H 1.75159 1.49527 -6.61132 0.089
H 3.04660 4.75665 -5.36273 0.086
H 3.04969 4.34455 -3.64088 0.081
H 1.51781 4.57590 -4.48474 0.090
H 4.42270 2.64334 -5.97069 0.085
H 3.93203 1.09377 -5.27141 0.094
H 4.54171 2.38546 -4.23081 0.077
H 3.33498 2.31608 -2.37345 0.112
H 0.15872 1.25403 -5.02458 0.094
H -0.01154 -1.79430 -4.21383 0.091
H -0.54277 -0.68886 -5.48318 0.078
H -1.66900 -1.88862 -4.84275 0.087
H -1.18164 -1.77807 -1.97359 0.052
H -2.72397 -1.73700 -2.83769 0.092
H -2.39760 -0.53239 -1.58843 0.063
H -2.06374 1.29542 -4.85461 0.081
H -2.79669 1.35263 -3.24366 0.074
H -3.26086 0.08581 -4.37991 0.089
C -2.73449 -4.31550 1.62892 -0.011
C -1.48596 -4.35814 0.83307 -0.339
N -0.90031 -5.41024 0.39591 0.119
N 0.16937 -4.94672 -0.30231 0.009
C 0.29109 -3.60076 -0.32361 -0.829
S 1.46063 -2.78746 -1.13941 0.657
N -0.82001 -3.20481 0.42831 -0.055
N -1.27478 -1.93445 0.85052 -0.003
H -2.99621 -5.32516 1.93214 0.092
H -3.55414 -3.90565 1.03407 0.093
H -2.61243 -3.69259 2.51626 -0.007
H 0.83217 -5.58022 -0.70929 0.144
H -1.40302 -1.97914 1.87148 -0.056
H -2.18971 -1.79638 0.43051 0.109
F 5.56486 0.14380 5.80055 0.125
C 4.55927 -0.17167 4.98569 -0.142
C 3.25179 0.08138 5.35780 -0.142
F 2.98418 0.66791 6.53012 0.113
C 2.21760 -0.30910 4.53141 -0.233
F 0.96671 -0.08697 4.94628 0.069
C 2.42835 -0.95853 3.31328 -0.516
S 1.12583 -1.61302 2.36910 0.687
C 3.76229 -1.16558 2.95080 -0.255
F 4.04374 -1.76468 1.79714 0.082
C 4.80917 -0.78524 3.77017 -0.142
F 6.07025 -1.02649 3.40396 0.120
I -5.69837 2.82183 2.07263 0.879
C -3.98355 2.05657 1.19476 -0.735
C -3.47461 2.37988 -0.03922 -0.106
N -2.35509 1.65852 -0.18894 0.031
N -2.09306 0.89780 0.89077 -0.064
C -3.09617 1.12664 1.73858 -0.179
H -3.83807 3.04798 -0.80029 0.130
H -1.67062 1.72985 -0.92614 0.144
H -3.17046 0.58950 2.66798 0.037
C -2.01476 -2.67298 6.62014 -0.103
N -1.83307 -1.25779 6.36494 -0.051
C -1.97867 -0.68636 5.16384 -0.841
N -1.75945 0.63942 5.09342 0.124
S -2.52119 -1.57002 3.83914 0.727
H -2.01550 -2.83405 7.69541 0.086
H -1.21580 -3.26054 6.16510 0.088
H -2.96300 -3.00385 6.20178 0.063
H -1.47201 -0.69229 7.11545 0.141
H -1.28894 1.10542 5.85345 0.117
H -1.64851 1.07996 4.19542 0.061
F 1.14747 3.30998 2.71824 0.208
B 0.03834 2.67999 2.27512 -1.224
F -1.14732 3.09422 2.83817 0.172
F -0.05537 2.65012 0.86113 0.082
F 0.13735 1.20977 2.60757 -0.085

***

What electronic energy values result from the calculations? In sequence: -68306.61809; -52802.16099; -202480.60903; -202479.13119 eV.